Molecular formula: C5H12O
Method: DFT, ωB97M-V with the def2-TZVPD basis set

Cartesian coordinates (Å):
C 2.107 0.052 -0.396
O 1.116 0.032 0.600
C -0.265 -0.014 0.223
C -0.563 0.760 -1.063
C -0.730 -1.466 0.080
C -0.966 0.646 1.406
H 3.044 0.290 0.115
H 1.927 0.818 -1.161
H 2.238 -0.917 -0.897
H -0.166 0.250 -1.947
H -1.647 0.854 -1.194
H -0.141 1.770 -1.023
H -0.244 -1.969 -0.764
H -0.513 -2.030 0.993
H -1.812 -1.502 -0.089
H -0.730 0.093 2.320
H -0.601 1.671 1.522
H -2.054 0.664 1.276

Forces on atoms 1 to 2 (eV/Å):
C 0.189 -0.073 -0.126
O 0.075 0.124 0.009

Values from the calculation:
- Net charge: 0
- Energy: -7426.7940 eV
- HOMO: -9.6 eV
- Frontier orbital gap: 0.388 Eh
- ΔE to the lowest compared entry with this formula, charge and spin: 49.9 kJ/mol
- SMILES string: COC(C)(C)C

Results of the Mulliken charge analysis, in e, for atoms 1 through 8:
1 C -0.726
2 O -0.398
3 C 1.764
4 C -1.787
5 C -1.548
6 C -1.625
7 H 0.274
8 H 0.293